{"formula": "C2H3F3O5S", "method": "ωB97M-V with the def2-TZVPD basis set", "species": ["C", "C", "O", "O", "O", "O", "O", "F", "F", "F", "S", "H", "H", "H"], "coordinates": [[-0.1849, 1.2368, -2.1326], [0.5183, -1.0296, 2.4570], [0.1193, -1.8345, 0.1593], [-0.8255, 0.3183, 0.8073], [0.0070, 1.7994, -3.3000], [-1.0790, 1.8412, -1.3294], [0.5105, 0.3363, -1.7259], [1.5546, -1.9870, 2.5996], [0.3955, -0.2349, 3.5557], [-0.5768, -1.7715, 2.5121], [0.4664, -0.2987, 0.6429], [-0.7287, 2.5065, -3.2694], [-1.0088, 1.2747, -0.5714], [0.8320, -2.1569, -0.4051]], "forces_ev_per_angstrom": [[0.93, 0.25, 1.44], [0.03, -2.04, 1.02], [0.42, 0.92, -0.20], [-1.08, 1.09, -0.48], [-2.59, 1.94, -0.05], [0.31, 0.48, -2.65], [0.08, -0.68, -0.61], [-0.89, 2.29, -0.02], [1.35, -0.15, -1.50], [-0.61, -0.19, -0.05], [0.95, -2.24, 2.07], [1.66, -1.07, -0.84], [-0.69, -0.63, 2.17], [0.12, 0.03, -0.29]], "nbo_charge": [0.983, 0.750, -0.855, -0.948, -0.631, -0.696, -0.678, -0.355, -0.314, -0.315, 1.538, 0.503, 0.514, 0.506], "fmax_ha_per_bohr": 0.063, "charge": 0, "total_energy_ev": -31346.97864, "orbital_gap_ev": 11.02, "e_above_lowest_kcal_mol": 11.4}

---

{"formula": "C2H3F6N3", "method": "ωB97M-V with the def2-TZVPD basis set", "species": ["C", "C", "N", "N", "N", "F", "F", "F", "F", "F", "F", "H", "H", "H"], "coordinates": [[0.5438, -0.9409, -2.5055], [-2.3339, -0.6673, -0.5092], [-0.3523, 0.6018, -0.0671], [-0.2713, -1.5491, -1.5597], [-1.0664, -0.1430, -0.9756], [-0.0787, -0.4538, -3.5979], [1.0770, 0.2582, -2.1570], [1.6119, -1.6917, -2.9192], [-3.0452, 0.3524, 0.1551], [-2.1671, -1.5512, 0.5886], [-3.0635, -1.1953, -1.4335], [-0.0934, 0.0857, 0.7656], [0.3973, 1.0427, -0.5640], [0.1663, -2.0220, -0.8271]], "forces_ev_per_angstrom": [[1.35, 1.48, -1.93], [0.10, 1.54, 4.06], [-1.25, -1.03, 0.03], [-2.58, 3.45, -1.02], [0.32, -2.22, -0.74], [-1.26, -2.09, -0.53], [1.78, 0.33, 1.63], [-1.33, -0.01, 0.70], [1.02, -1.14, -1.91], [0.09, 0.25, -1.90], [0.21, -0.20, -0.07], [0.19, 0.11, 0.07], [0.20, 0.18, 0.20], [1.16, -0.66, 1.43]], "nbo_charge": [1.059, 1.072, -0.594, -0.558, -0.163, -0.319, -0.362, -0.318, -0.328, -0.366, -0.261, 0.354, 0.400, 0.384], "fmax_ha_per_bohr": 0.086, "charge": 0, "total_energy_ev": -22895.82050, "orbital_gap_ev": 11.31, "e_above_lowest_kcal_mol": 0.0, "smiles": "NN(NC(F)(F)F)C(F)(F)F"}

---

{"formula": "C2H3FLiMgO", "method": "ωB97M-V with the def2-TZVPD basis set", "species": ["H", "C", "C", "O", "Li", "Mg", "F", "H", "H"], "coordinates": [[-0.3769, -2.2354, -0.5560], [-1.0248, -0.5978, 0.0174], [-0.1666, 0.5792, -0.2490], [1.1075, 0.3596, 0.2991], [0.8318, -1.4918, 0.8666], [2.6340, 1.3835, 0.3398], [-2.2333, -0.2142, 0.4639], [-0.6347, 1.4974, 0.1685], [-0.1369, 0.7195, -1.3503]], "forces_ev_per_angstrom": [[-1.88, 2.98, 0.50], [0.11, -0.86, 1.86], [0.22, 0.54, -1.36], [-0.36, -1.11, 0.04], [0.06, 0.44, 0.08], [0.77, 0.56, 0.00], [0.88, -1.92, -1.34], [-0.05, -0.74, -0.08], [0.26, 0.12, 0.29]], "nbo_charge": [0.005, 0.332, -0.249, -1.167, 0.943, 0.994, -0.293, 0.227, 0.209], "fmax_ha_per_bohr": 0.069, "charge": 1, "total_energy_ev": -12526.24573, "orbital_gap_ev": [7.39, 5.99], "e_above_lowest_kcal_mol": 0.0}

---

{"formula": "C2H3FN", "method": "ωB97M-V with the def2-TZVPD basis set", "species": ["C", "C", "N", "F", "H", "H", "H"], "coordinates": [[0.0276, 1.0909, 0.6135], [-0.0923, 0.4580, -0.6165], [0.2283, 1.3882, 1.6524], [0.1071, -1.2706, 0.1294], [-0.0943, -2.3847, 0.6627], [0.8280, 0.3850, -1.3125], [-1.0045, 0.3333, -1.1290]], "forces_ev_per_angstrom": [[-2.64, -5.19, -15.87], [2.23, 2.61, 0.45], [2.65, 4.57, 14.31], [-0.73, -7.03, 3.09], [0.92, 4.87, -2.43], [-1.07, 0.22, 1.05], [-1.36, -0.06, -0.61]], "nbo_charge": [0.495, -0.338, 0.074, -0.575, 0.637, 0.376, 0.330], "fmax_ha_per_bohr": 0.329, "charge": 1, "s_squared": 2.0135, "total_energy_ev": -6313.33126, "spin_multiplicity": 3, "orbital_gap_ev": [10.28, 7.34], "e_above_lowest_kcal_mol": 18.5}

---

{"formula": "C2H3FNiO2", "method": "ωB97M-V with the def2-TZVPD basis set", "species": ["F", "H", "O", "C", "C", "O", "Ni", "H", "H"], "coordinates": [[2.1568, 0.9873, -2.0122], [1.0468, 0.6144, -2.6974], [0.2847, 1.7152, -2.8443], [1.1512, 2.4756, -2.1994], [0.5256, 3.0013, -0.9037], [-0.6881, 2.9823, -0.8286], [-1.7401, 2.1612, -2.4602], [1.8667, 3.0962, -2.7549], [1.1685, 3.3987, -0.1047]], "forces_ev_per_angstrom": [[-2.74, 1.56, -0.57], [1.35, 1.84, 0.92], [-1.74, -0.69, -0.97], [1.11, -2.28, -0.02], [1.06, -0.08, 0.30], [-0.87, -0.19, -0.69], [2.11, 0.04, 0.83], [0.01, -0.22, 0.15], [-0.28, 0.00, 0.06]], "nbo_charge": [-0.394, 0.646, -0.846, 0.426, 0.454, -0.550, 1.720, 0.280, 0.264], "fmax_ha_per_bohr": 0.062, "charge": 2, "s_squared": 2.0030, "total_energy_ev": -49952.50609, "spin_multiplicity": 3, "orbital_gap_ev": [9.63, 7.63]}

---

{"formula": "C2H3FO2", "method": "ωB97M-V with the def2-TZVPD basis set", "species": ["C", "C", "O", "O", "F", "H", "H", "H"], "coordinates": [[-1.0336, -0.7307, 0.8525], [-0.0849, 0.2233, 0.2475], [-0.3898, -2.4157, 0.8148], [0.7538, -0.5679, -0.5536], [-1.9890, -0.4791, 1.6701], [-0.7000, 0.9516, -0.4522], [0.4904, 0.6595, 1.0859], [0.4297, -1.5964, -0.0876]], "forces_ev_per_angstrom": [[2.24, -7.29, 1.92], [-0.51, -0.21, -2.67], [-2.99, 7.98, -0.37], [-1.15, -1.69, 1.64], [0.77, -0.08, -1.07], [1.15, -0.76, 1.73], [-0.58, 0.51, -0.09], [1.08, 1.54, -1.09]], "nbo_charge": [0.898, -0.258, -0.657, -0.746, -0.239, 0.240, 0.255, 0.507], "fmax_ha_per_bohr": 0.166, "charge": 0, "total_energy_ev": -8929.04680, "orbital_gap_ev": [8.60, 8.60], "e_above_lowest_kcal_mol": 137.2}

---

{"formula": "C2H3FO2", "method": "ωB97M-V with the def2-TZVPD basis set", "species": ["C", "C", "O", "O", "F", "H", "H", "H"], "coordinates": [[0.3014, -0.3062, -0.0127], [-0.5602, 0.8210, 0.0171], [1.6845, -0.2001, 0.0389], [2.1164, 1.0633, 0.0087], [-1.9240, 0.6391, 0.0508], [-0.0868, -0.7912, 0.9002], [0.1381, -1.0801, -0.8180], [-0.1474, 1.7278, -0.1738]], "forces_ev_per_angstrom": [[-1.88, -3.47, 0.16], [-1.58, -0.21, -0.47], [1.19, 1.52, 0.22], [-0.43, -0.81, 0.05], [1.90, 0.00, -0.04], [0.80, -0.81, 0.15], [-0.18, 0.81, 0.40], [0.17, 2.97, -0.47]], "nbo_charge": [-0.217, 0.241, -0.131, -0.185, -0.323, 0.225, 0.221, 0.168], "fmax_ha_per_bohr": 0.077, "charge": 0, "total_energy_ev": -8928.29120, "orbital_gap_ev": [7.44, 11.04], "e_above_lowest_kcal_mol": 154.6}

---

{"formula": "C2H3FO2", "method": "ωB97M-V with the def2-TZVPD basis set", "species": ["C", "C", "O", "O", "F", "H", "H", "H"], "coordinates": [[0.2847, 0.2792, -0.6767], [-0.1852, -0.5923, 0.4769], [-0.2930, 1.4570, -0.1355], [-0.6892, 0.8655, 1.1105], [0.7176, -1.1601, 1.2558], [1.3755, 0.3599, -0.7414], [-0.1476, 0.0138, -1.6447], [-1.0628, -1.2230, 0.3551]], "forces_ev_per_angstrom": [[0.10, -0.07, 0.19], [-1.45, 3.42, 1.13], [0.19, 0.53, -0.94], [0.86, -3.65, -0.55], [0.25, -0.11, 0.04], [-0.11, -0.13, 0.03], [0.06, 0.05, 0.04], [0.09, -0.02, 0.07]], "nbo_charge": [-0.148, 0.458, -0.274, -0.285, -0.302, 0.196, 0.191, 0.164], "fmax_ha_per_bohr": 0.075, "charge": 0, "total_energy_ev": -8930.66948, "orbital_gap_ev": 10.42, "e_above_lowest_kcal_mol": 99.8, "smiles": "F[C@@H]1COO1"}